Record 1
{
  "formula": "C21H21N3O3S",
  "method": "wB97M-V/def2-TZVPD",
  "energy_ev": -43549.4333,
  "gap_ev": 7.416,
  "multiplicity": 1,
  "elements": ["C", "H", "C", "N", "C", "C", "C", "C", "C", "C", "H", "H", "H", "H", "H", "S", "O", "O", "C", "C", "C", "C", "C", "C", "H", "C", "O", "N", "C", "N", "C", "C", "C", "C", "H", "H", "C", "H", "H", "H", "H", "H", "H", "H", "H", "H", "H", "H", "H"],
  "xyz": [[2.0733, -1.7120, -3.9469], [2.4674, -2.5954, -4.1795], [0.4103, -1.9417, -3.8508], [-0.2353, -0.6173, -3.5430], [-0.3410, 0.6888, -4.3878], [0.1503, 0.4476, -5.8306], [0.2216, 1.5563, -6.6677], [-0.4983, 2.7689, -6.1146], [-0.8174, 2.8456, -4.8088], [-0.6613, 1.7474, -3.8860], [-1.0218, 1.6230, -2.9856], [-1.1616, 3.7382, -4.4526], [-0.4422, 3.8098, -6.6769], [0.2721, 1.3157, -7.6338], [0.2585, -0.4792, -6.2350], [-0.7690, -0.6580, -2.1376], [-2.0402, 0.1636, -2.0226], [-0.7971, -1.9744, -1.6198], [0.1277, 0.1890, -0.9258], [1.4452, 0.8417, -1.5125], [2.0998, 1.6415, -0.6159], [1.9819, 1.4271, 0.6493], [0.7621, 0.7451, 1.2250], [0.0700, 0.1166, 0.2647], [-1.2618, -0.3295, 0.5961], [0.4784, 0.8614, 2.8024], [0.9507, 1.9742, 3.4573], [-0.2444, -0.3522, 3.1955], [-0.4026, -0.5332, 4.4144], [-1.0032, -1.7282, 4.6330], [-1.5830, -2.2102, 5.7754], [-1.4684, -1.2945, 6.9122], [-0.7828, -0.1683, 6.8360], [-0.3122, 0.4506, 5.5740], [0.1426, 1.3517, 5.4256], [-0.7218, 0.3087, 7.6928], [-2.0021, -1.8138, 8.2909], [-2.0368, -3.0129, 8.1703], [-2.6060, -1.2589, 8.6502], [-0.9796, -2.0576, 8.8430], [-1.7636, -3.1322, 5.8943], [-0.1704, -1.1155, 2.3884], [2.5488, 2.1171, 1.4073], [3.1346, 2.2450, -0.9480], [1.4999, 0.9408, -2.6449], [0.1396, -2.1450, -4.8102], [0.2863, -2.5428, -3.1640], [2.4457, -1.3436, -2.8429], [2.1572, -0.8993, -4.6538]],
  "forces_ev_per_angstrom": [[-4.03, 4.13, 4.22], [1.98, -3.35, -1.20], [6.08, 8.46, -5.92], [1.25, 0.70, -3.14], [5.43, -12.57, -6.68], [-1.41, 4.70, 2.83], [-3.72, 0.45, 5.93], [3.10, 1.13, -2.21], [0.70, -1.76, 0.20], [-1.76, 8.20, -1.72], [-1.83, 1.08, 4.79], [-0.98, 2.19, 0.96], [-0.49, -2.55, 0.84], [0.86, -0.09, -3.93], [0.65, -2.61, -0.64], [-7.29, 3.32, 6.01], [2.51, -2.13, -0.95], [-0.24, -1.84, 0.14], [8.19, 2.28, -15.54], [-4.74, -0.18, -0.78], [5.40, 0.82, -6.04], [-3.26, 1.05, 9.60], [5.05, 3.00, 1.80], [-8.92, -2.73, 13.20], [4.04, 0.94, -0.54], [2.02, 3.06, -0.77], [-3.27, -7.21, -3.32], [4.99, 4.92, -10.15], [-4.16, -1.23, 11.72], [-0.86, -2.43, 0.90], [4.78, 11.60, -0.71], [-2.39, -5.47, -0.17], [1.14, 2.08, -6.58], [-1.70, -6.66, -0.38], [1.09, 2.18, 0.10], [0.71, 2.86, 3.89], [12.46, -10.42, -6.10], [-1.79, 2.71, 0.18], [-8.05, 6.31, 5.34], [-1.99, 1.78, -0.04], [-2.04, -6.84, 0.30], [-0.65, 1.88, 2.89], [-0.93, -1.75, -1.37], [-3.11, -1.40, 0.57], [0.34, -0.21, 1.83], [-1.12, -1.36, -2.37], [-1.97, -6.02, 6.10], [-0.81, -0.97, -2.85], [0.74, -0.05, -0.22]]
}

***

Record 2
{
  "formula": "C6H15ClN",
  "method": "wB97M-V/def2-TZVPD",
  "total_charge": -1,
  "energy_ev": -20477.7098,
  "gap_ev": 7.019,
  "multiplicity": 1,
  "elements": ["Cl", "C", "C", "N", "C", "C", "C", "C", "H", "H", "H", "H", "H", "H", "H", "H", "H", "H", "H", "H", "H", "H", "H"],
  "xyz": [[-0.7940, 4.4437, 1.5418], [-1.7646, -1.6807, -1.3712], [-1.3332, -1.0514, -0.0018], [-0.2593, -0.0704, -0.3025], [-0.1651, 0.9995, 0.7660], [0.4210, 0.4526, 2.0799], [1.0420, -0.5984, -0.7558], [1.9840, 0.5332, -1.2650], [-1.0672, -1.9977, -2.1691], [-2.2045, -0.8277, -1.9142], [-2.5548, -2.4439, -1.0998], [-0.9337, -1.7174, 0.7672], [-2.2082, -0.4728, 0.3776], [-1.0885, 1.5312, 1.1664], [0.4249, 1.6334, 0.3114], [1.3969, -0.1254, 2.0144], [-0.2782, -0.0142, 2.5855], [0.7509, 1.3744, 2.7089], [0.7655, -1.2548, -1.6207], [1.4699, -1.2315, 0.1217], [2.9778, 0.1219, -1.4971], [1.9457, 1.3240, -0.4535], [1.4727, 1.0724, -1.9903]],
  "forces_ev_per_angstrom": [[0.02, -0.08, 0.03], [-1.46, 0.24, 0.73], [1.72, 0.92, -1.87], [-1.57, 1.36, 0.72], [-2.26, -4.06, 2.29], [5.40, 4.04, -1.45], [-0.97, -0.68, 0.68], [-0.50, -0.64, 3.44], [0.24, -0.56, 1.25], [-0.49, -0.30, 0.39], [0.80, 0.57, -0.96], [-0.48, -0.67, 0.01], [0.71, -0.55, -0.13], [0.64, -0.73, -1.67], [2.65, 3.95, -1.42], [-1.29, 0.28, -0.19], [-3.26, -2.68, 2.65], [-0.79, -1.36, -0.93], [0.65, 0.19, 0.85], [-0.02, 0.75, -1.54], [-0.39, 0.60, -0.05], [1.21, -1.07, -0.69], [-0.56, 0.50, -2.16]]
}

***

Record 3
{
  "formula": "C4H12N3",
  "method": "wB97M-V/def2-TZVPD",
  "smiles": "CCCNC(N)=[NH2+]",
  "total_charge": 1,
  "energy_ev": -8807.6437,
  "gap_ev": 11.820,
  "multiplicity": 1,
  "elements": ["C", "C", "C", "N", "C", "N", "N", "H", "H", "H", "H", "H", "H", "H", "H", "H", "H", "H", "H"],
  "xyz": [[-0.1312, -1.6698, 1.8574], [0.3625, -0.2331, 1.6849], [-0.5920, 0.6406, 0.8945], [-0.6982, 0.1510, -0.5083], [0.0424, 0.5884, -1.5175], [0.7929, 1.6937, -1.4516], [0.0414, -0.0863, -2.6687], [-1.2199, -1.7526, 1.8408], [0.3125, -2.2256, 2.6801], [0.1979, -2.2872, 1.0061], [0.5146, 0.2147, 2.6660], [1.3196, -0.2540, 1.1586], [-1.6012, 0.6313, 1.2625], [-0.2291, 1.6616, 0.8713], [-0.9644, -0.8239, -0.5610], [0.7668, 2.3190, -0.6652], [0.9607, 2.1633, -2.3314], [0.6936, 0.1423, -3.3998], [-0.5690, -0.8735, -2.8187]],
  "forces_ev_per_angstrom": [[0.22, -0.73, -1.21], [-0.05, -0.35, 0.40], [0.41, -0.24, -0.87], [0.45, -0.04, 0.47], [-0.19, -0.10, 0.03], [-0.07, 0.33, -0.42], [-0.02, -0.10, -0.15], [0.00, 0.06, 0.52], [-0.24, 0.42, 0.39], [-0.11, 0.22, -0.07], [0.05, 0.17, -0.03], [0.11, 0.17, 0.20], [-0.36, 0.08, 0.45], [-0.19, 0.19, 0.07], [-0.14, 0.09, -0.11], [-0.07, -0.19, 0.17], [0.19, -0.07, 0.13], [-0.04, 0.00, 0.00], [0.06, 0.07, 0.05]]
}

***

Record 4
{
  "formula": "C10H17N2S",
  "method": "wB97M-V/def2-TZVPD",
  "total_charge": 1,
  "energy_ev": -24452.7294,
  "gap_ev": 8.571,
  "multiplicity": 1,
  "elements": ["C", "C", "C", "C", "C", "C", "C", "C", "C", "C", "N", "N", "S", "H", "H", "H", "H", "H", "H", "H", "H", "H", "H", "H", "H", "H", "H", "H", "H", "H"],
  "xyz": [[-3.8125, 0.5915, -0.8888], [-3.0483, -0.5204, -1.0667], [-3.2944, 1.4242, 0.1899], [-2.1709, 0.8762, 0.6878], [2.4787, -2.1589, -0.7751], [2.7480, -0.6861, -1.1496], [1.7026, -0.6911, 0.9435], [1.5347, -1.9297, 0.4478], [-3.9038, 2.6823, 0.6857], [2.5697, 1.5153, 0.1485], [2.7370, 0.0632, 0.1328], [0.7383, -2.9219, 0.8467], [-1.7335, -0.6421, -0.0280], [-4.5752, 0.9864, -1.4984], [-3.0231, -1.4256, -1.6877], [2.1061, -2.7320, -1.5998], [3.3397, -2.7007, -0.5319], [3.5488, -0.3511, -1.7854], [1.9092, -0.3722, -1.6356], [1.2632, -0.1172, 1.7577], [-1.4697, 1.3145, 1.5305], [-4.6593, 2.5164, 1.3258], [-3.2483, 3.4893, 0.8807], [-4.4205, 3.1216, -0.1733], [3.3788, 1.8830, -0.3643], [1.6468, 1.9336, -0.3254], [2.7909, 1.9411, 1.1208], [1.1074, -3.8575, 0.5942], [0.1174, -2.9593, 1.6321], [3.6423, -0.2730, 0.5854]],
  "forces_ev_per_angstrom": [[1.32, 0.34, 1.00], [-0.26, -1.31, -0.91], [0.38, -0.88, -0.51], [2.80, 0.50, 2.61], [-0.78, 1.83, 0.71], [0.69, -0.51, 0.33], [-0.02, 0.53, -0.35], [0.97, 0.65, -0.45], [0.88, 0.56, -4.18], [-0.74, 0.58, 0.14], [0.40, -2.68, 2.02], [0.50, -2.57, -0.73], [0.23, 1.24, 1.01], [-1.02, -0.22, -0.68], [-1.02, 0.91, -0.36], [-0.95, 0.03, -0.43], [1.59, -0.62, 0.96], [0.89, -0.47, 0.09], [-2.55, 0.97, -1.40], [0.09, -0.50, -0.22], [-1.76, -0.93, -1.81], [-2.26, -0.44, 2.90], [0.99, 0.36, 1.11], [-0.28, -0.09, -0.21], [1.87, 1.02, -1.84], [0.53, -1.01, 0.63], [-0.74, -0.40, 0.53], [-0.78, 0.96, 0.20], [0.04, 0.66, 0.30], [-1.02, 1.50, -0.45]]
}

***

Record 5
{
  "formula": "C6H16N2O",
  "method": "wB97M-V/def2-TZVPD",
  "energy_ev": -11506.0090,
  "gap_ev": 8.224,
  "multiplicity": 1,
  "elements": ["C", "C", "C", "C", "C", "N", "O", "H", "H", "H", "H", "H", "H", "H", "H", "H", "H", "H", "C", "N", "H", "H", "H", "H", "H"],
  "xyz": [[-0.7760, -0.7543, -0.4014], [-0.0063, -2.0572, -0.4815], [-0.6518, 0.1200, -1.6338], [-2.2250, -0.9988, -0.0360], [-0.2048, 0.1478, 1.2672], [-0.6056, 1.4731, 1.2343], [-0.3878, -0.5574, 2.2478], [-0.7975, 1.8444, 2.1535], [-0.0317, 2.0765, 0.6517], [-0.0118, -2.5511, 0.4924], [-0.4379, -2.7301, -1.2294], [1.0387, -1.8892, -0.7488], [-1.2253, 1.0417, -1.5267], [0.3893, 0.3887, -1.8298], [-1.0332, -0.3991, -2.5203], [-2.7646, -0.0594, 0.0810], [-2.7147, -1.5850, -0.8222], [-2.3062, -1.5744, 0.8863], [2.0779, 0.6594, 0.5297], [2.0203, 2.0417, 0.1681], [2.2636, 2.2371, -0.7933], [2.5127, 2.6599, 0.7992], [2.6224, 0.4946, 1.4560], [2.4833, 0.0091, -0.2453], [0.7718, -0.0379, 0.3013]],
  "forces_ev_per_angstrom": [[-0.07, 0.44, 1.26], [0.20, 0.26, 0.23], [0.19, 0.14, 0.27], [-0.04, -0.08, 0.06], [-3.25, -1.34, -1.12], [0.31, 0.05, -0.45], [1.14, 0.18, -0.55], [0.15, -0.05, 0.06], [-0.05, 0.04, 0.10], [-0.11, -0.03, -0.04], [-0.03, 0.08, 0.05], [0.07, -0.02, -0.12], [-0.01, -0.01, 0.07], [0.05, -0.01, -0.09], [0.06, -0.07, 0.10], [-0.02, 0.01, 0.02], [0.02, 0.08, -0.07], [0.06, 0.08, 0.03], [-1.14, -1.40, -1.42], [-0.15, 0.12, -0.03], [0.03, 0.00, 0.15], [-0.04, -0.14, -0.15], [-0.63, -0.27, 0.20], [0.59, 0.25, -0.07], [2.66, 1.70, 1.50]]
}

***

no.,lowest unoccupied orbital energy (eV),HOMO level (hartree)
1,-0.6,-0.2961
2,3.3,-0.1354
3,-3.0,-0.5452
4,-2.7,-0.4160
5,0.8,-0.2743